A 7-piece molecular cluster, C26H59N6O11P overall in a non-equilibrium geometry, computed with ωB97M-V/def2-TZVPD.

SMILES: CCOP(=O)(CCC(=O)OC)OCC.CN(C)C=O.CN(C)C=O.CN(C)C=O.CN(C)C=O.CN(C)C=O.CN(C)C=O
HOMO energy: -8.869 eV
LUMO level: 0.02303 Ha
DFT total energy: -2523.68185 a.u.
max |F|: 2.27 eV/A

```
! wB97M-V def2-TZVPD RIJCOSX def2/J DEFGRID3
* xyz 0 1
C 4.47 -1.70 1.54
C 4.48 -0.69 0.39
O 3.16 -0.46 -0.17
P 2.22 0.51 0.63
O 1.94 0.10 2.02
C 0.72 0.49 -0.38
C -0.03 -0.84 -0.20
C -1.10 -0.82 0.85
O -2.15 -1.43 0.69
O -0.86 -0.10 1.98
C -0.78 -0.89 3.16
O 2.89 1.96 0.63
C 2.11 3.00 1.21
C 2.33 3.17 2.71
H 5.03 -2.59 1.26
H 4.92 -1.24 2.40
H 3.45 -2.00 1.74
H 4.99 0.22 0.66
H 5.06 -1.14 -0.40
H 1.05 0.56 -1.41
H 0.06 1.32 -0.17
H -0.55 -1.04 -1.13
H 0.66 -1.66 -0.04
H -1.73 -0.91 3.69
H -0.50 -1.91 2.91
H -0.03 -0.47 3.80
H 2.41 3.91 0.71
H 1.04 2.89 1.02
H 2.66 2.26 3.18
H 3.01 4.00 2.90
H 1.39 3.45 3.16
C -4.26 -0.15 -4.98
N -3.48 -0.08 -3.76
C -4.07 -0.53 -2.51
C -2.23 0.40 -3.74
O -1.53 0.49 -2.74
H -5.16 0.45 -4.88
H -4.54 -1.18 -5.18
H -3.67 0.23 -5.81
H -4.10 0.29 -1.78
H -3.48 -1.34 -2.08
H -5.09 -0.88 -2.69
H -1.86 0.71 -4.73
C 5.66 0.23 7.14
N 5.65 0.21 5.69
C 4.69 1.03 4.97
C 6.50 -0.55 4.98
O 6.52 -0.60 3.76
H 4.69 -0.09 7.52
H 5.86 1.24 7.50
H 6.43 -0.44 7.52
H 4.05 0.41 4.34
H 5.22 1.73 4.32
H 4.08 1.59 5.68
H 7.18 -1.15 5.60
C -4.86 4.45 0.53
N -4.41 4.10 -0.81
C -3.22 3.29 -0.98
C -5.07 4.51 -1.90
O -4.75 4.24 -3.05
H -4.08 5.01 1.05
H -5.08 3.54 1.10
H -5.76 5.05 0.48
H -2.48 3.84 -1.56
H -3.47 2.38 -1.52
H -2.80 3.03 -0.01
H -5.96 5.12 -1.67
C 2.90 -3.93 -3.28
N 3.83 -3.98 -2.17
C 3.40 -4.56 -0.91
C 5.08 -3.50 -2.26
O 5.90 -3.51 -1.36
H 2.02 -3.35 -3.00
H 2.58 -4.94 -3.54
H 3.37 -3.47 -4.14
H 3.47 -3.82 -0.11
H 4.04 -5.41 -0.65
H 2.37 -4.90 -1.00
H 5.31 -3.07 -3.25
C 3.46 -9.54 -3.36
N 2.64 -8.75 -4.25
C 1.98 -9.39 -5.38
C 2.46 -7.43 -4.08
O 1.79 -6.72 -4.80
H 4.28 -10.00 -3.91
H 2.85 -10.33 -2.90
H 3.87 -8.91 -2.57
H 2.32 -8.94 -6.32
H 0.90 -9.26 -5.31
H 2.23 -10.45 -5.39
H 3.00 -7.04 -3.19
C -7.68 9.23 2.23
N -8.16 7.93 1.79
C -9.60 7.70 1.70
C -7.33 6.93 1.46
O -7.69 5.83 1.08
H -8.04 9.44 3.23
H -8.03 10.01 1.55
H -6.59 9.23 2.24
H -9.88 6.88 2.35
H -9.87 7.44 0.68
H -10.13 8.60 2.00
H -6.27 7.20 1.56
*
```

Results of the Löwdin charge analysis, in e, for atoms 1 through 99:
1. C -0.06
2. C -0.22
3. O -0.19
4. P 0.49
5. O -0.25
6. C -0.18
7. C -0.12
8. C -0.47
9. O 0.10
10. O -0.07
11. C -0.06
12. O -0.19
13. C -0.26
14. C -0.06
15. H 0.07
16. H 0.04
17. H 0.06
18. H 0.11
19. H 0.10
20. H 0.10
21. H 0.09
22. H 0.09
23. H 0.12
24. H 0.09
25. H 0.10
26. H 0.08
27. H 0.11
28. H 0.10
29. H 0.05
30. H 0.07
31. H 0.07
32. C -0.05
33. N -0.19
34. C -0.03
35. C -0.34
36. O 0.00
37. H 0.09
38. H 0.09
39. H 0.08
40. H 0.08
41. H 0.09
42. H 0.09
43. H 0.14
44. C -0.06
45. N -0.20
46. C -0.04
47. C -0.35
48. O 0.01
49. H 0.09
50. H 0.09
51. H 0.08
52. H 0.09
53. H 0.10
54. H 0.09
55. H 0.13
56. C -0.05
57. N -0.19
58. C -0.03
59. C -0.36
60. O 0.00
61. H 0.09
62. H 0.09
63. H 0.04
64. H 0.10
65. H 0.06
66. H 0.09
67. H 0.13
68. C -0.04
69. N -0.19
70. C -0.03
71. C -0.36
72. O 0.00
73. H 0.09
74. H 0.05
75. H 0.09
76. H 0.07
77. H 0.09
78. H 0.09
79. H 0.13
80. C -0.05
81. N -0.20
82. C -0.04
83. C -0.36
84. O 0.01
85. H 0.09
86. H 0.09
87. H 0.08
88. H 0.09
89. H 0.09
90. H 0.09
91. H 0.13
92. C -0.06
93. N -0.20
94. C -0.04
95. C -0.35
96. O 0.00
97. H 0.09
98. H 0.09
99. H 0.08